Record 1
DFT (ωB97M-V/def2-TZVPD) results for a structure of composition C35H45Cl5OPPd.

XYZ file:
```
88
Properties=species:S:1:pos:R:3:forces:R:3
Pd 0.0241 0.8916 0.0555 -0.19 0.05 0.26
C -5.0679 -1.6859 -1.4258 0.02 -0.05 0.04
C -4.2958 -0.3875 -1.0997 0.07 0.12 -0.06
C -4.4168 0.6234 -2.2527 -0.01 -0.02 0.01
C -2.8738 -0.7315 -0.8322 -0.10 -0.07 -0.03
C -2.3258 -0.4791 0.5449 0.13 -0.10 0.14
C -0.9173 -1.0161 0.8422 0.10 0.09 0.08
C -0.6321 -1.3785 2.2643 -0.03 -0.03 -0.04
C -1.0162 -0.2958 3.2745 0.00 0.06 -0.02
C -1.4206 -2.6799 2.5501 0.02 0.03 0.02
C -0.0640 -1.3061 -0.2347 -0.03 -0.09 -0.12
C -0.6831 -1.4655 -1.5804 0.16 0.22 -0.17
C -2.0349 -1.1836 -1.8075 0.01 -0.07 -0.05
C 0.1106 -1.9892 -2.7231 -0.12 -0.14 0.07
C -0.2828 -3.4894 -2.8911 0.05 0.01 -0.02
C -0.1682 -1.2693 -4.0537 -0.03 0.09 0.01
C 1.2888 -1.9338 -0.0237 0.09 0.09 -0.01
C 1.3888 -3.3133 0.1214 0.00 0.06 0.03
C 2.6319 -3.9183 0.2359 0.05 -0.01 -0.01
C 3.7888 -3.1521 0.1851 -0.01 -0.07 0.01
C 3.7037 -1.7755 0.0652 -0.01 0.07 -0.04
C 2.4547 -1.1570 -0.0319 -0.03 -0.04 0.01
P 2.2763 0.6404 0.0127 -0.13 0.13 0.05
C 2.8370 1.4653 -1.5520 0.08 0.03 -0.11
C 4.2671 1.0221 -1.9055 0.01 -0.02 0.03
C 1.9003 1.0077 -2.6798 -0.03 -0.03 0.13
C 2.7704 2.9929 -1.4216 -0.03 -0.07 0.07
C 3.0036 1.2928 1.6083 0.10 -0.01 0.07
C 2.4090 2.6535 1.9991 -0.15 -0.05 -0.02
C 4.5300 1.4375 1.4743 0.01 -0.02 -0.02
C 2.6928 0.2941 2.7307 -0.09 -0.03 -0.06
H -6.1148 -1.4279 -1.5799 0.00 0.00 0.00
H -5.0138 -2.4127 -0.6150 0.00 -0.01 0.00
H -4.6934 -2.1466 -2.3400 0.00 -0.01 0.00
H -4.7299 0.0450 -0.1991 0.05 0.00 -0.05
H -4.1274 0.1791 -3.2053 0.00 0.02 -0.01
H -3.8096 1.5131 -2.0792 -0.01 0.00 0.01
H -5.4573 0.9331 -2.3357 0.00 0.00 -0.02
H -3.0243 -0.8096 1.3098 0.03 0.10 -0.03
H 0.4278 -1.6148 2.3512 0.04 0.04 -0.02
H -2.0988 -0.1907 3.3682 0.00 0.02 -0.02
H -0.5890 0.6810 3.0285 -0.01 -0.02 0.00
H -0.6394 -0.5812 4.2559 -0.02 -0.01 0.01
H -2.4993 -2.5241 2.4938 0.00 -0.02 0.01
H -1.1931 -2.9917 3.5691 0.00 -0.01 0.00
H -1.1438 -3.4924 1.8802 0.00 -0.01 -0.02
H -2.4138 -1.3061 -2.8139 -0.01 -0.03 0.04
H 1.1719 -1.9567 -2.4794 -0.04 0.01 0.03
H -1.3459 -3.5859 -3.1093 0.00 -0.01 0.00
H -0.0379 -4.0965 -2.0241 0.00 0.00 0.02
H 0.2779 -3.8709 -3.7437 -0.01 -0.02 0.00
H -1.0832 -1.6317 -4.5210 0.00 0.01 0.00
H 0.6478 -1.4878 -4.7410 0.00 -0.02 -0.01
H -0.2402 -0.1865 -3.9447 0.01 -0.05 -0.02
H 0.4964 -3.9242 0.1528 -0.04 -0.01 -0.01
H 2.6981 -4.9913 0.3577 0.00 0.00 0.00
H 4.7592 -3.6251 0.2529 0.00 -0.01 0.00
H 4.6162 -1.1950 0.0475 -0.03 0.01 0.00
H 4.3149 -0.0443 -2.1252 0.02 -0.01 0.01
H 4.9992 1.2679 -1.1383 -0.03 -0.02 -0.05
H 4.5582 1.5563 -2.8126 -0.01 -0.01 0.00
H 1.9853 -0.0639 -2.8629 0.00 0.07 0.03
H 2.1867 1.5233 -3.5981 0.03 -0.01 0.01
H 0.8504 1.2615 -2.4860 0.05 0.01 0.00
H 3.5179 3.3893 -0.7388 0.03 0.00 0.04
H 1.7861 3.3463 -1.1070 0.01 0.02 -0.03
H 2.9663 3.4228 -2.4047 0.01 -0.01 0.00
H 2.5388 3.4263 1.2445 -0.02 -0.02 -0.02
H 2.9314 2.9853 2.8975 0.01 0.01 -0.01
H 1.3498 2.5750 2.2585 0.06 0.01 -0.03
H 4.8210 2.2117 0.7684 0.00 0.03 -0.01
H 5.0335 0.5054 1.2196 -0.02 0.03 -0.01
H 4.9033 1.7385 2.4553 0.00 0.00 0.00
H 1.6181 0.1522 2.8568 0.02 -0.01 0.00
H 3.0716 0.7151 3.6634 0.01 0.00 -0.01
H 3.1704 -0.6736 2.5856 -0.01 -0.01 -0.02
Cl -4.0752 5.6225 3.5672 0.00 0.00 0.01
C -3.5435 4.2433 2.7321 0.00 -0.05 -0.03
C -2.3891 4.3109 1.9425 -0.07 -0.11 0.01
Cl -1.5134 5.7652 1.8079 0.02 -0.04 -0.02
C -1.9768 3.1674 1.2694 -0.12 -0.03 0.11
Cl -0.5271 3.2989 0.2770 0.09 -0.15 -0.04
C -2.6842 1.9645 1.3408 0.13 0.13 0.18
O -2.1439 0.9664 0.5271 -0.28 -0.10 -0.24
C -3.8231 1.8926 2.1361 0.13 0.15 -0.10
Cl -4.7530 0.4534 2.3105 -0.01 -0.01 0.09
C -4.2483 3.0395 2.8304 0.05 0.05 -0.02
Cl -5.6442 2.9647 3.7980 0.03 -0.02 -0.02
```
Forces are in eV/Å.

* gap between HOMO and LUMO: 5.5 eV
* total charge: +3
* HOMO: -16.6 eV
* calculated total energy: -4205.1172 Eh
* LUMO energy: -11.15 eV
* relative energy (zero: lowest compared OMol25 entry of this formula, charge and spin): 0.00 kJ/mol

These are the Mulliken partial charges, in e, on atoms 1 to 8: 0.153, -1.410, 0.195, -1.373, -0.881, 2.184, 0.259, -0.820

***

Record 2
DFT (ωB97M-V/def2-TZVPD) results for a structure of composition C35H46F5N4O3STeZr.

XYZ file:
```
96
Properties=species:S:1:pos:R:3:forces:R:3
Zr -0.1302 -0.1592 -1.6652 -1.30 0.95 -0.87
C 1.7422 -3.4886 0.1360 -0.88 -0.34 -0.30
C 2.4004 -2.5664 0.8511 0.21 0.75 0.56
C 1.2759 -1.8338 1.7895 1.25 0.26 0.04
C 0.1153 -2.3450 1.4089 -1.00 -0.97 -0.63
C 0.3601 -3.4610 0.4986 0.44 -0.01 0.58
C -0.6221 -4.5244 0.2171 -0.31 -0.09 -0.34
C 0.0375 -5.7694 -0.3776 0.11 0.00 -0.03
C -1.3594 -4.8873 1.5229 0.06 0.08 0.19
C -1.6554 -3.9528 -0.7974 0.18 -0.15 0.00
C 1.4183 -0.8469 2.9200 0.27 0.29 0.07
C 2.5017 -1.2795 3.9302 -0.03 -0.15 -0.10
C 0.0970 -0.7388 3.6937 -0.12 -0.14 0.02
C 1.7323 0.5695 2.3693 0.00 -0.10 0.03
C 3.8941 -2.4116 0.7524 0.32 0.11 0.22
C 4.4009 -0.9584 0.8513 -0.18 -0.04 -0.08
C 4.3950 -2.9677 -0.5928 -0.04 -0.16 0.06
C 4.5428 -3.2842 1.8641 -0.09 0.03 0.00
H 2.1734 -4.1687 -0.5818 -0.11 0.08 0.10
H -0.8559 -2.1171 1.8226 0.13 -0.06 -0.02
H 0.8111 -6.1664 0.2876 -0.11 0.02 -0.07
H 0.4895 -5.5538 -1.3503 -0.05 -0.04 0.10
H -0.7153 -6.5451 -0.5210 0.02 0.03 -0.02
H -0.6571 -5.1733 2.3137 -0.10 0.02 -0.12
H -2.0131 -5.7377 1.3228 0.03 0.06 0.00
H -1.9748 -4.0612 1.8893 0.06 -0.12 -0.05
H -1.1918 -3.8326 -1.7767 -0.01 0.03 0.08
H -2.0455 -2.9876 -0.4818 -0.10 0.03 0.04
H -2.4782 -4.6684 -0.8727 0.04 0.04 0.05
H 2.3956 -2.3361 4.2062 0.01 0.17 -0.02
H 2.3863 -0.6856 4.8391 0.01 -0.03 -0.07
H 3.5111 -1.1115 3.5591 -0.08 -0.05 0.02
H -0.2133 -1.7085 4.1011 0.03 0.16 -0.04
H -0.7079 -0.3362 3.0708 0.07 -0.07 0.08
H 0.2383 -0.0529 4.5307 -0.03 -0.01 -0.07
H 2.5427 0.5833 1.6459 -0.03 -0.01 0.06
H 1.9986 1.2180 3.2099 -0.04 -0.08 -0.07
H 0.8483 0.9771 1.8805 0.13 -0.05 0.13
H 3.9126 -0.3203 0.1055 0.08 -0.07 0.12
H 5.4723 -0.9580 0.6429 -0.05 -0.01 0.03
H 4.2637 -0.5243 1.8393 0.00 -0.04 -0.07
H 3.8919 -2.4876 -1.4284 -0.02 -0.02 -0.04
H 4.2641 -4.0509 -0.6766 0.02 0.14 0.02
H 5.4615 -2.7602 -0.6799 -0.03 -0.04 0.02
H 4.3040 -2.9364 2.8686 0.03 -0.02 -0.09
H 5.6286 -3.2421 1.7352 -0.13 0.00 0.03
H 4.2236 -4.3275 1.7735 0.06 0.13 -0.01
O -2.0852 -0.6549 -1.6136 -1.25 -0.73 -0.44
N -2.3456 -0.6907 -2.9694 -0.26 0.16 -0.29
C -2.7943 -1.8516 -3.5306 0.26 0.27 0.77
C -3.1021 -1.8982 -4.8413 -0.12 0.13 -0.68
C -2.9608 -0.7297 -5.6249 -0.09 -0.14 -0.02
C -2.5051 0.4260 -5.0571 0.00 -0.26 -0.08
C -2.1832 0.4721 -3.6873 -0.33 0.27 0.63
S -1.6862 1.8739 -2.8540 0.15 -0.36 -0.17
H -2.8925 -2.6861 -2.8585 0.07 0.01 0.11
H -3.4486 -2.8295 -5.2679 -0.01 0.09 0.00
H -3.2325 -0.7495 -6.6757 0.10 -0.02 0.12
H -2.3701 1.3363 -5.6233 -0.03 -0.04 0.01
F 3.4854 0.4184 -4.2289 0.82 0.54 -0.92
Te 2.4245 -0.5770 -3.1307 1.37 0.20 0.25
F 1.9820 -1.4155 -4.7275 -0.52 -0.90 -1.25
F 0.1474 -1.9951 -2.3801 0.05 -0.45 0.26
F 1.3535 -0.5781 -0.4973 0.53 -0.06 0.60
F 2.9392 0.8952 -1.9500 0.20 0.31 0.65
O 0.8435 0.4098 -3.2821 0.37 -0.20 0.13
C -5.4653 4.3321 -0.3237 0.18 0.16 0.05
C -4.0876 4.9108 -0.0710 -0.21 -0.08 0.02
C -3.0156 4.6297 -0.9087 0.22 0.02 -0.12
C -1.7487 5.1599 -0.6714 -0.23 -0.02 -0.48
C -1.5294 5.9636 0.4337 0.41 0.32 -0.11
N -0.2372 6.4824 0.7570 -0.29 -0.28 -0.01
C 1.0184 5.9747 0.5403 0.17 0.11 0.08
O 2.0212 6.6556 0.6247 -0.43 -0.22 -0.10
N 1.1244 4.6200 0.2011 -0.46 -0.37 0.14
C 0.2803 3.5467 0.5092 0.48 0.74 0.14
C -0.6320 3.5642 1.5602 -0.02 0.03 0.47
C -1.5060 2.5066 1.7283 -0.09 0.34 0.38
C -1.4385 1.4340 0.8722 0.13 -0.17 -0.37
N -0.5039 1.3778 -0.0777 0.10 0.57 0.62
C 0.3441 2.4036 -0.2524 -0.10 -0.46 -0.11
C -2.5990 6.2924 1.2558 -0.22 0.01 0.21
C -3.8616 5.7714 1.0030 0.03 0.07 0.09
H -5.4501 3.6184 -1.1489 0.02 0.05 0.06
H -6.1776 5.1239 -0.5725 0.06 -0.07 0.00
H -5.8461 3.8253 0.5668 0.04 0.01 -0.07
H -3.1609 3.9908 -1.7771 0.00 0.11 0.16
H -0.9392 4.9507 -1.3673 -0.16 0.04 0.12
H -0.2033 7.4149 1.1287 0.02 0.19 0.04
H 1.9806 4.4209 -0.2855 0.21 -0.09 0.01
H -0.6495 4.4048 2.2456 -0.03 -0.13 -0.11
H -2.2398 2.5204 2.5267 0.08 0.02 -0.10
H -2.1252 0.6016 0.9287 -0.07 -0.05 -0.02
H 1.0974 2.3073 -1.0323 -0.02 -0.04 -0.06
H -2.4408 6.9580 2.1026 -0.03 -0.13 -0.10
H -4.6892 6.0390 1.6571 0.14 -0.03 -0.08
```
Forces are in eV/Å.

* gap between HOMO and LUMO: 5.3 eV
* total charge: +1
* HOMO: -10.6 eV
* calculated total energy: -3018.5851 Eh
* LUMO energy: -5.32 eV

These are the Mulliken partial charges, in e, on atoms 1 to 8: 0.761, -0.939, 0.097, -0.126, -0.675, -0.309, 2.374, -1.983